Record 1
{
  "formula": "C6H16N2",
  "method": "wB97M-V/def2-TZVPD",
  "de_lowest_kj_mol": 732.55,
  "max_force_ev_per_a": 5.0,
  "lumo_energy_ha": -0.0023,
  "homo_lumo_gap_ev": 7.2,
  "elements": ["N", "C", "C", "C", "C", "N", "C", "C", "H", "H", "H", "H", "H", "H", "H", "H", "H", "H", "H", "H", "H", "H", "H", "H"],
  "xyz": [[0.299, -0.065, -1.744], [0.339, 0.398, -0.459], [1.731, 0.836, 0.169], [2.955, 0.179, -0.399], [-0.729, 0.559, 0.581], [-2.093, -0.169, 0.530], [-1.810, -1.446, -0.175], [-2.965, 0.625, -0.381], [0.451, 0.692, -2.392], [2.040, -0.754, 3.066], [0.024, -0.557, 0.512], [1.657, 0.779, 1.186], [1.806, 1.895, 0.014], [2.952, 0.434, -1.450], [2.938, -0.896, -0.321], [3.918, 0.589, 0.103], [-0.839, 1.566, 0.968], [2.110, -1.545, 2.934], [-1.545, -1.422, -1.283], [-2.645, -2.041, 0.019], [-0.971, -1.987, 0.359], [-2.990, 1.634, -0.111], [-2.615, 0.517, -1.412], [-4.020, 0.180, -0.313]],
  "nbo_charge": [-0.962, 0.262, -0.474, -0.597, -0.159, -0.415, -0.458, -0.424, 0.390, -0.007, 0.308, 0.198, 0.214, 0.223, 0.212, 0.209, 0.252, 0.007, 0.240, 0.202, 0.188, 0.192, 0.200, 0.200]
}

Record 2
{
  "formula": "C6H16N2",
  "method": "wB97M-V/def2-TZVPD",
  "de_lowest_kj_mol": 231.97,
  "max_force_ev_per_a": 3.6,
  "lumo_energy_ha": 0.0392,
  "homo_lumo_gap_ev": 9.4,
  "smiles": "CCNC[C@@H](C)NC",
  "elements": ["C", "C", "N", "C", "C", "C", "N", "C", "H", "H", "H", "H", "H", "H", "H", "H", "H", "H", "H", "H", "H", "H", "H", "H"],
  "xyz": [[-3.058, -0.205, 0.620], [-2.257, -1.414, 0.021], [-0.904, -1.254, 0.635], [-0.225, 0.011, 0.119], [1.308, 0.213, 0.149], [2.012, -1.167, -0.123], [1.526, 1.129, -1.000], [1.614, 2.471, -0.475], [-2.620, 0.031, 1.591], [-4.135, -0.395, 0.768], [-3.043, 0.863, 0.089], [-2.142, -1.454, -1.047], [-2.710, -2.258, 0.498], [-0.266, -2.006, 0.476], [-0.695, 0.852, 0.631], [-0.552, 0.130, -0.935], [1.653, 0.641, 1.096], [2.199, -1.657, 0.919], [1.522, -1.983, -0.667], [2.979, -0.904, -0.554], [2.280, 0.870, -1.585], [2.350, 2.510, 0.383], [0.623, 2.838, 0.072], [1.836, 3.344, -1.059]],
  "nbo_charge": [-0.633, -0.228, -0.643, -0.233, -0.057, -0.637, -0.637, -0.420, 0.223, 0.210, 0.203, 0.179, 0.203, 0.351, 0.188, 0.181, 0.189, 0.217, 0.216, 0.210, 0.366, 0.155, 0.185, 0.213]
}

Record 3
{
  "formula": "C6H16N2",
  "method": "wB97M-V/def2-TZVPD",
  "de_lowest_kj_mol": 788.34,
  "total_charge": 1,
  "multiplicity": 2,
  "max_force_ev_per_a": 8.3,
  "lumo_energy_ha": [-0.2615, -0.2768],
  "homo_lumo_gap_ev": [7.0, 6.1],
  "elements": ["C", "C", "C", "N", "C", "N", "C", "C", "H", "H", "H", "H", "H", "H", "H", "H", "H", "H", "H", "H", "H", "H", "H", "H"],
  "xyz": [[-0.495, 0.410, 1.299], [-1.382, -0.254, 2.318], [0.172, -0.552, 2.281], [1.120, -2.097, -0.482], [-0.677, -0.255, -0.016], [-0.309, 0.576, -1.189], [-0.007, -0.168, -2.409], [0.839, 1.513, -1.013], [-1.213, 3.095, 0.155], [-0.720, 2.797, 0.626], [-1.965, -1.176, 2.353], [-1.805, 0.542, 2.953], [0.439, -1.548, 1.932], [0.779, -0.126, 3.070], [1.059, -3.114, -0.393], [2.026, -1.794, -0.108], [0.131, -1.184, -0.065], [-1.682, -0.535, -0.304], [-0.513, -1.140, -2.374], [1.060, -0.508, -2.495], [-0.297, 0.402, -3.287], [0.699, 2.352, -1.691], [0.943, 1.757, 0.048], [1.798, 1.005, -1.210]],
  "nbo_charge": [0.172, -0.462, -0.430, -0.848, -0.124, -0.192, -0.447, -0.438, 0.041, -0.034, 0.256, 0.264, 0.241, 0.262, 0.393, 0.370, 0.289, 0.279, 0.226, 0.245, 0.238, 0.251, 0.224, 0.222]
}

Record 4
{
  "formula": "C6H16N2O",
  "method": "wB97M-V/def2-TZVPD",
  "de_lowest_kj_mol": 91.72,
  "max_force_ev_per_a": 2.4,
  "lumo_energy_ha": 0.0309,
  "homo_lumo_gap_ev": 9.8,
  "smiles": "C[C@@H](N)[C@H](C)[C@@](C)(N)O",
  "elements": ["C", "C", "N", "C", "C", "C", "C", "N", "O", "H", "H", "H", "H", "H", "H", "H", "H", "H", "H", "H", "H", "H", "H", "H", "H"],
  "xyz": [[-2.287, 0.327, 0.295], [-1.233, -0.734, 0.582], [-1.817, -2.046, 0.257], [0.230, -0.595, -0.134], [1.192, -1.521, 0.641], [0.772, 0.839, -0.261], [2.301, 0.815, -0.782], [0.023, 1.630, -1.208], [0.745, 1.493, 0.981], [-2.512, 0.394, -0.774], [-2.012, 1.300, 0.709], [-3.233, 0.087, 0.798], [-1.081, -0.728, 1.668], [-2.643, -2.200, 0.833], [-1.988, -2.097, -0.747], [0.143, -1.003, -1.150], [0.785, -2.532, 0.747], [2.137, -1.665, 0.111], [1.406, -1.117, 1.636], [2.977, 0.535, 0.033], [2.629, 1.815, -1.091], [2.447, 0.134, -1.626], [-0.702, 2.148, -0.720], [0.570, 2.357, -1.656], [1.152, 2.365, 0.859]],
  "nbo_charge": [-0.629, -0.031, -0.851, -0.233, -0.619, 0.402, -0.645, -0.862, -0.737, 0.208, 0.204, 0.203, 0.187, 0.362, 0.354, 0.213, 0.232, 0.204, 0.211, 0.221, 0.197, 0.218, 0.367, 0.356, 0.466]
}

Record 5
{
  "formula": "C6H16N2O4SrY",
  "method": "wB97M-V/def2-TZVPD",
  "total_charge": 2,
  "multiplicity": 2,
  "max_force_ev_per_a": 2.6,
  "lumo_energy_ha": [-0.2510, -0.2542],
  "homo_lumo_gap_ev": [5.2, 8.4],
  "elements": ["Sr", "Y", "O", "H", "O", "H", "C", "O", "N", "C", "C", "H", "H", "H", "H", "H", "H", "H", "C", "O", "N", "C", "C", "H", "H", "H", "H", "H", "H", "H"],
  "xyz": [[-27.327, -25.398, -6.143], [-27.628, -27.605, -3.105], [-28.702, -27.025, -4.960], [-29.516, -27.245, -5.455], [-26.301, -25.936, -3.918], [-25.335, -25.817, -4.006], [-30.430, -29.636, -2.554], [-29.444, -29.281, -3.208], [-31.675, -29.289, -2.928], [-32.918, -29.754, -2.283], [-31.897, -28.311, -4.078], [-30.389, -30.249, -1.640], [-33.275, -29.011, -1.570], [-32.833, -30.782, -1.929], [-33.742, -29.804, -2.995], [-32.889, -28.447, -4.509], [-31.882, -27.298, -3.675], [-31.146, -28.284, -4.867], [-29.402, -24.040, -3.646], [-28.346, -23.702, -4.211], [-30.449, -23.241, -3.415], [-31.758, -23.796, -3.028], [-30.392, -21.823, -3.623], [-29.693, -25.050, -3.320], [-31.776, -24.886, -3.051], [-32.460, -23.627, -3.845], [-32.034, -23.317, -2.089], [-31.135, -21.626, -4.396], [-30.572, -21.336, -2.665], [-29.379, -21.457, -3.792]],
  "nbo_charge": [1.919, 1.689, -1.346, 0.496, -1.343, 0.496, 0.559, -0.783, -0.372, -0.429, -0.415, 0.173, 0.222, 0.242, 0.232, 0.238, 0.197, 0.209, 0.535, -0.758, -0.375, -0.413, -0.440, 0.117, 0.204, 0.218, 0.233, 0.219, 0.227, 0.249]
}

Record 6
{
  "formula": "C6H16N2O6",
  "method": "wB97M-V/def2-TZVPD",
  "total_charge": -2,
  "max_force_ev_per_a": 6.4,
  "lumo_energy_ha": 0.2149,
  "homo_lumo_gap_ev": 4.7,
  "elements": ["C", "C", "O", "H", "H", "H", "H", "H", "C", "C", "O", "H", "H", "H", "H", "H", "C", "N", "O", "O", "H", "H", "H", "C", "N", "O", "O", "H", "H", "H"],
  "xyz": [[-2.225, 0.350, -1.300], [-3.112, -0.698, -0.640], [-2.545, -1.520, 0.310], [-2.751, 0.909, -2.073], [-1.303, -0.031, -1.739], [-1.920, 1.051, -0.523], [-3.328, -1.356, -1.481], [-4.040, -0.232, -0.308], [-0.271, -0.708, 1.625], [0.250, -0.323, 0.126], [0.729, -1.509, -0.479], [-0.994, -1.522, 1.672], [-0.757, 0.192, 2.003], [0.555, -1.100, 2.218], [0.886, 0.557, 0.212], [-0.540, 0.183, -0.428], [2.245, -1.143, 2.427], [2.959, -0.172, 1.581], [2.904, -0.416, 0.301], [3.616, 0.748, 2.067], [3.059, -1.576, 3.008], [1.844, -2.030, 1.936], [1.448, -0.750, 3.058], [-0.044, 1.731, -2.362], [1.024, 1.407, -1.345], [1.351, 2.297, -0.574], [1.708, 0.353, -1.496], [-0.738, 0.909, -2.183], [0.351, 1.634, -3.373], [-0.361, 2.767, -2.240]],
  "nbo_charge": [-0.602, -0.035, -0.957, 0.151, 0.186, 0.185, 0.070, 0.067, -0.652, -0.046, -0.879, 0.255, 0.155, 0.134, 0.099, 0.118, -0.495, 0.488, -0.287, -0.444, 0.182, 0.269, 0.252, -0.480, 0.459, -0.506, -0.327, 0.255, 0.187, 0.197]
}

Record 7
{
  "formula": "C6H16N2P",
  "method": "wB97M-V/def2-TZVPD",
  "de_lowest_kj_mol": 6.70,
  "total_charge": 1,
  "max_force_ev_per_a": 3.3,
  "lumo_energy_ha": -0.1333,
  "homo_lumo_gap_ev": 9.0,
  "smiles": "C/[NH+]=C/CCCN=[PH2]C",
  "elements": ["C", "N", "C", "C", "C", "C", "N", "P", "C", "H", "H", "H", "H", "H", "H", "H", "H", "H", "H", "H", "H", "H", "H", "H", "H"],
  "xyz": [[-1.461, 1.923, -2.061], [-1.394, 0.934, -0.987], [-2.180, 0.897, 0.039], [-2.125, -0.171, 1.100], [-1.291, -1.430, 1.020], [0.209, -1.283, 1.047], [0.598, -0.670, -0.301], [2.135, -0.531, -0.504], [3.062, 0.455, 0.597], [-0.976, 2.837, -1.744], [-0.978, 1.593, -3.045], [-2.594, 2.121, -2.262], [-0.502, 0.392, -0.900], [-3.089, 1.419, -0.071], [-3.194, -0.525, 1.195], [-1.981, 0.392, 2.043], [-1.632, -1.968, 1.869], [-1.554, -1.929, 0.001], [0.376, -0.752, 1.973], [0.731, -2.214, 1.079], [2.886, -1.655, -0.737], [2.097, -0.085, -1.757], [2.322, 1.286, 0.784], [4.035, 0.794, 0.173], [3.043, -0.268, 1.469]],
  "nbo_charge": [-0.446, -0.429, 0.293, -0.485, -0.397, -0.246, -1.132, 1.429, -1.016, 0.233, 0.250, 0.229, 0.466, 0.208, 0.265, 0.253, 0.234, 0.221, 0.182, 0.201, -0.070, -0.055, 0.260, 0.289, 0.265]
}

Record 8
{
  "formula": "C6H16N3",
  "method": "wB97M-V/def2-TZVPD",
  "de_lowest_kj_mol": 312.14,
  "total_charge": 1,
  "max_force_ev_per_a": 4.5,
  "lumo_energy_ha": -0.1045,
  "homo_lumo_gap_ev": 10.8,
  "smiles": "C/C=[N+](\\C)CN(C)NC",
  "elements": ["C", "C", "N", "C", "C", "N", "C", "N", "C", "H", "H", "H", "H", "H", "H", "H", "H", "H", "H", "H", "H", "H", "H", "H", "H"],
  "xyz": [[-0.240, 1.538, 1.871], [-0.376, 0.173, 1.236], [-1.233, -0.148, 0.276], [-2.245, 0.721, -0.299], [-0.823, -1.350, -0.438], [0.516, -1.057, -1.031], [0.374, -0.078, -2.200], [1.223, -0.359, 0.031], [2.101, -1.285, 0.732], [-0.219, 2.297, 0.997], [0.657, 1.549, 2.368], [-0.940, 1.671, 2.790], [-0.139, -0.565, 1.852], [-2.888, -0.060, -0.603], [-2.739, 1.500, 0.294], [-1.706, 1.295, -1.160], [-0.493, -2.252, 0.268], [-1.378, -1.603, -1.361], [-0.059, -0.781, -2.887], [-0.197, 0.856, -2.142], [1.324, 0.060, -2.671], [1.617, 0.420, -0.427], [1.571, -1.835, 1.406], [2.896, -1.842, 0.109], [2.547, -0.679, 1.463]],
  "nbo_charge": [-0.686, 0.293, -0.398, -0.412, -0.088, -0.243, -0.484, -0.369, -0.434, 0.240, 0.245, 0.281, 0.171, 0.230, 0.248, 0.195, 0.232, 0.248, 0.235, 0.199, 0.232, 0.396, 0.208, 0.243, 0.219]
}

Record 9
{
  "formula": "C6H16N3O2",
  "method": "wB97M-V/def2-TZVPD",
  "de_lowest_kj_mol": 714.88,
  "total_charge": 1,
  "max_force_ev_per_a": 3.6,
  "lumo_energy_ha": -0.1765,
  "homo_lumo_gap_ev": 9.6,
  "smiles": "CC(C)N(C(C)C)[N+](=O)NO",
  "elements": ["C", "C", "C", "N", "C", "C", "C", "N", "O", "N", "O", "H", "H", "H", "H", "H", "H", "H", "H", "H", "H", "H", "H", "H", "H", "H", "H"],
  "xyz": [[0.799, 2.280, 1.218], [1.063, 1.207, 0.169], [1.143, 1.811, -1.245], [0.066, 0.102, 0.300], [-1.092, -0.144, -0.553], [-2.198, -0.783, 0.196], [-0.786, -0.784, -1.909], [0.626, -0.907, 1.133], [1.431, -0.623, 1.976], [0.389, -2.213, 0.907], [0.593, -2.990, 1.990], [1.587, 2.585, 1.798], [0.397, 3.141, 0.661], [0.146, 1.906, 1.933], [2.091, 0.713, 0.424], [0.181, 2.120, -1.525], [1.496, 1.042, -1.917], [2.041, 2.487, -1.167], [-1.448, 0.835, -0.819], [-2.135, -1.797, 0.271], [-2.328, -0.328, 1.183], [-3.091, -0.710, -0.441], [-1.692, -1.112, -2.407], [-0.164, -1.765, -1.967], [-0.196, -0.034, -2.492], [-0.301, -2.461, 0.252], [1.381, -3.578, 2.031]],
  "nbo_charge": [-0.625, -0.040, -0.626, -0.184, -0.082, -0.623, -0.646, 0.506, -0.263, -0.091, -0.504, 0.240, 0.219, 0.221, 0.233, 0.216, 0.217, 0.262, 0.245, 0.196, 0.241, 0.253, 0.248, 0.215, 0.239, 0.408, 0.525]
}